1.
Molecular formula: C7H27NO5
Method: DFT, wB97M-V/def2-TZVPD

Last column: Mulliken charge in e.
Geometry (Å):
C -2.294 1.112 1.399  -2.06
C -1.041 1.977 1.570  0.85
C -1.716 3.375 1.575  -1.59
C -0.016 1.671 0.516  -0.80
C 1.116 0.739 1.039  -0.39
N 1.957 0.407 0.006  -0.03
C 2.270 1.653 -0.821  -1.06
C 3.163 -0.059 0.607  -1.34
H -2.719 1.071 0.473  0.58
H -2.242 0.159 1.794  0.39
H -3.159 1.652 1.845  0.47
H -0.491 1.889 2.595  0.25
H -1.747 3.646 2.684  0.32
H -2.673 3.587 1.162  0.44
H -1.218 4.274 1.180  0.35
H 0.400 2.688 0.372  0.33
H -0.343 1.239 -0.331  0.39
H 0.691 -0.317 1.404  -0.01
H 1.579 1.229 1.917  0.58
H 2.556 2.401 -0.067  0.40
H 3.013 1.386 -1.543  0.38
H 1.340 1.940 -1.363  0.30
H 3.767 -0.680 -0.095  0.38
H 3.004 -0.787 1.263  0.49
H 3.670 0.721 1.241  0.36
O 0.217 -0.512 -2.378  -0.70
H 0.682 -0.874 -3.062  0.19
H 0.751 -0.339 -1.569  0.52
O 0.942 -3.095 -0.710  -0.64
H 1.051 -3.970 -1.240  0.29
H -0.045 -2.954 -0.807  0.40
O -0.192 -1.614 2.885  -0.59
H 0.050 -0.958 3.522  0.28
H -0.205 -2.325 3.540  0.26
O -1.329 -3.216 -2.201  -0.72
H -2.141 -2.837 -2.481  0.34
H -0.799 -2.311 -2.352  0.39
O -2.524 -0.864 -2.574  -0.67
H -1.663 -0.424 -2.291  0.36
H -2.615 -0.346 -3.334  0.32

**Structure (SMILES)**: CC(C)CCN(C)C.O.O.O.O.O
**Multiplicity**: 1
**Highest occupied orbital energy**: -9.06 eV
**Energy relative to the best compared isomer or geometry (same formula, charge and spin)**: 4.0909 eV
**DFT total energy**: -713.724744 hartree
**HOMO-LUMO gap**: 9.64 eV

***

2.
Molecular formula: C7H28BF6NO11S2V
Method: DFT, wB97M-V/def2-TZVPD

Last column: Löwdin spin population.
Geometry (Å):
V 17.061 23.534 1.788  2.02
B 16.346 24.209 -1.220  0.00
F 15.006 23.941 -1.484  0.00
F 17.049 24.042 -2.411  0.00
F 16.563 25.502 -0.715  0.00
F 16.816 23.257 -0.154  0.02
N 18.509 24.767 1.349  -0.06
S 19.777 24.736 0.363  0.00
O 21.008 24.565 1.040  -0.02
O 19.755 25.357 -0.876  0.00
F 19.457 23.206 -0.098  0.00
S 18.705 26.506 1.681  0.00
O 18.628 27.392 0.603  0.00
O 19.592 26.767 2.728  0.00
F 17.289 26.677 2.370  0.00
C 14.174 22.292 0.971  0.00
O 15.354 22.224 1.824  0.01
H 14.272 21.697 0.060  0.00
H 13.333 21.854 1.513  0.00
H 13.810 23.248 0.603  0.00
H 15.090 21.528 2.439  0.00
C 19.011 20.941 2.628  0.00
O 18.051 21.553 1.730  0.01
H 19.047 19.858 2.520  0.00
H 20.016 21.296 2.402  0.00
H 18.754 21.156 3.662  0.00
H 17.820 20.916 1.041  0.00
C 19.638 22.017 -3.336  0.00
O 18.993 22.624 -4.420  0.00
H 18.907 21.348 -2.855  0.00
H 20.434 21.359 -3.672  0.00
H 20.020 22.699 -2.574  0.00
H 18.146 22.966 -4.118  0.00
C 15.982 27.519 -3.157  0.00
O 14.905 26.542 -2.890  0.00
H 16.268 27.339 -4.192  0.00
H 15.582 28.535 -3.104  0.00
H 16.765 27.501 -2.400  0.00
H 15.459 25.784 -2.639  0.00
C 14.958 23.823 -5.030  0.00
O 13.932 24.772 -4.879  0.00
H 15.912 24.360 -5.058  0.00
H 14.951 23.062 -4.241  0.00
H 14.814 23.290 -5.968  0.00
H 14.153 25.442 -4.213  0.00
C 14.651 28.713 0.073  0.00
O 14.441 27.322 -0.178  0.00
H 14.738 28.886 1.147  0.00
H 15.555 29.130 -0.376  0.00
H 13.773 29.276 -0.252  0.00
H 14.512 27.199 -1.146  0.00
C 14.787 25.340 2.919  0.00
O 15.443 24.882 1.730  0.00
H 13.836 24.834 3.070  0.00
H 15.421 25.328 3.810  0.00
H 14.545 26.398 2.863  0.00
H 15.314 25.610 1.029  0.00

**Multiplicity**: 3
**Highest occupied orbital energy (spin up / spin down)**: -11.39 / -11.39 eV
**Energy relative to the best compared isomer or geometry (same formula, charge and spin)**: 2.3974 eV
**DFT total energy**: -3530.121470 hartree
**HOMO-LUMO gap (spin up / spin down)**: 3.84 / 5.20 eV
**Total charge**: +1

***

3.
Molecular formula: C7H28O7
Method: DFT, wB97M-V/def2-TZVPD

Last column: Mulliken charge in e.
Geometry (Å):
C 2.131 2.430 -5.013  -0.49
O 1.241 1.521 -4.395  -0.47
H 1.534 3.235 -5.444  0.23
H 2.842 2.861 -4.305  0.18
H 2.676 1.958 -5.838  0.26
H 1.694 1.093 -3.662  0.31
C 2.677 2.855 -1.094  -0.76
O 1.693 1.897 -1.460  -0.52
H 3.591 2.316 -0.854  0.28
H 2.891 3.547 -1.913  0.28
H 2.376 3.431 -0.214  0.26
H 0.900 2.384 -1.709  0.31
C 2.705 -1.968 0.830  -0.22
O 3.159 -2.777 1.911  -0.54
H 2.957 -2.428 -0.126  0.29
H 1.619 -1.813 0.847  0.06
H 3.144 -0.978 0.927  0.15
H 2.950 -3.693 1.709  0.30
C -0.836 -0.185 0.236  -0.14
O -0.131 -0.396 -0.958  -0.51
H -0.158 -0.149 1.099  0.14
H -1.423 0.744 0.239  0.28
H -1.550 -0.992 0.404  -0.12
H 0.456 0.355 -1.091  0.42
C -2.497 -2.794 2.942  -0.30
O -3.043 -3.825 3.754  -0.54
H -2.640 -1.799 3.377  0.27
H -1.439 -2.950 2.718  0.24
H -3.054 -2.796 2.006  0.05
H -2.694 -3.740 4.646  0.30
C -4.519 -2.260 -0.938  -0.24
O -5.198 -1.010 -0.944  -0.50
H -5.182 -3.062 -0.581  0.27
H -4.236 -2.515 -1.954  0.24
H -3.660 -2.252 -0.265  -0.08
H -5.104 -0.596 -0.082  0.30
C 0.724 2.531 2.203  -0.59
O 0.119 1.786 3.238  -0.52
H 0.003 2.567 1.390  0.20
H 0.910 3.580 2.486  0.39
H 1.673 2.101 1.872  0.24
H 0.699 1.785 4.005  0.30

**Structure (SMILES)**: CO.CO.CO.CO.CO.CO.CO
**Multiplicity**: 1
**Highest occupied orbital energy**: -10.14 eV
**Energy relative to the best compared isomer or geometry (same formula, charge and spin)**: 3.7529 eV
**DFT total energy**: -810.033166 hartree
**HOMO-LUMO gap**: 10.58 eV

***

4.
Molecular formula: C7H28O7
Method: DFT, wB97M-V/def2-TZVPD

Last column: Mulliken charge in e.
Geometry (Å):
C 1.235 -1.536 -3.519  -0.49
O 2.284 -1.115 -4.407  -0.56
H 1.651 -1.821 -2.555  0.22
H 0.483 -0.755 -3.407  0.17
H 0.799 -2.448 -3.935  0.34
H 1.854 -0.688 -5.151  0.31
C -1.117 -0.517 3.768  -0.56
O -1.719 -1.535 2.958  -0.56
H -0.052 -0.589 3.552  0.20
H -1.477 0.488 3.534  0.25
H -1.255 -0.662 4.842  0.33
H -2.655 -1.545 3.196  0.28
C 0.281 -0.439 0.341  -0.03
O -0.587 -1.568 0.384  -0.53
H 0.779 -0.434 -0.627  -0.13
H -0.353 0.462 0.336  0.18
H 0.945 -0.341 1.202  0.21
H -1.178 -1.435 1.148  0.38
C -2.599 -1.584 -2.659  -0.33
O -1.611 -2.513 -2.263  -0.50
H -2.725 -0.804 -1.897  0.00
H -2.337 -1.024 -3.568  0.24
H -3.537 -2.113 -2.825  0.28
H -1.067 -2.119 -1.571  0.32
C 4.428 1.083 3.041  -0.59
O 3.408 0.405 2.329  -0.45
H 4.021 1.367 4.009  0.21
H 5.246 0.401 3.317  0.28
H 4.838 1.912 2.466  0.25
H 3.757 0.021 1.521  0.27
C 2.576 2.075 -1.474  -0.07
O 2.021 3.387 -1.265  -0.53
H 2.765 1.623 -0.501  -0.05
H 1.920 1.477 -2.107  0.12
H 3.500 2.271 -2.011  0.28
H 1.354 3.327 -0.575  0.29
C -3.965 1.093 0.762  -0.38
O -5.027 1.885 0.260  -0.54
H -3.897 0.229 0.095  0.17
H -3.020 1.626 0.709  0.15
H -4.142 0.711 1.768  0.27
H -5.819 1.741 0.780  0.31

**Structure (SMILES)**: CO.CO.CO.CO.CO.CO.CO
**Multiplicity**: 1
**Highest occupied orbital energy**: -9.85 eV
**Energy relative to the best compared isomer or geometry (same formula, charge and spin)**: 3.8037 eV
**DFT total energy**: -810.031301 hartree
**HOMO-LUMO gap**: 10.19 eV

***

5.
Molecular formula: C7H28O7
Method: DFT, wB97M-V/def2-TZVPD

Last column: Mulliken charge in e.
Geometry (Å):
C -1.016 -2.522 -1.818  -0.62
O -0.504 -2.755 -0.519  -0.79
H -1.562 -3.362 -2.246  0.30
H -1.749 -1.719 -1.738  -0.03
H -0.212 -2.159 -2.457  0.18
H -0.051 -1.944 -0.279  1.73
C -1.375 1.550 -1.442  -1.07
C -2.321 1.307 -0.240  0.26
C -2.515 -0.212 0.189  -0.90
O -1.699 1.961 0.912  -0.59
H -1.091 2.583 -1.643  0.37
H -1.794 1.162 -2.370  0.45
H -0.402 1.103 -1.239  0.11
H -3.320 1.674 -0.475  0.52
H -1.692 -0.509 0.839  0.26
H -2.661 -0.854 -0.680  0.15
H -3.403 -0.348 0.806  0.36
H -2.311 1.999 1.650  0.37
C 2.247 0.921 0.488  -1.87
C 0.897 1.534 0.734  0.78
C 0.543 2.791 -0.057  -1.71
O -0.134 0.572 0.541  -0.73
H 2.976 1.715 0.650  0.49
H 2.360 0.618 -0.553  0.32
H 2.456 0.077 1.145  0.33
H 0.938 1.840 1.779  0.40
H 0.667 2.537 -1.110  0.48
H 1.101 3.692 0.198  0.51
H -0.503 3.097 -0.021  0.30
H -0.980 1.022 0.594  0.39
O 2.206 -3.266 1.043  -0.83
H 1.337 -3.003 1.345  0.29
H 2.524 -2.513 0.544  0.61
O 0.320 -1.070 -0.068  -1.36
H 1.251 -1.264 -0.176  -0.66
H 0.294 -0.139 0.156  1.58
O 2.343 -1.552 0.037  -0.62
H 3.196 -1.193 0.281  0.42
H 2.456 -1.850 -0.865  0.34
O 0.318 -0.856 2.178  -0.79
H 0.682 -0.087 2.617  0.35
H 0.184 -0.575 1.273  -0.07

**Multiplicity**: 1
**Highest occupied orbital energy**: -7.56 eV
**Energy relative to the best compared isomer or geometry (same formula, charge and spin)**: 19.3802 eV
**DFT total energy**: -809.458873 hartree
**HOMO-LUMO gap**: 7.57 eV

***

> Look up the DFT total energy of the third one.

-810.033166 hartree

***

> What is the multiplicity in the second record?

3

***

> Which value of DFT total energy does entry 4 give?

-810.031301 hartree